[1]
108
Properties=species:S:1:pos:R:3:mulliken_charge:R:1 method="wB97M-V/def2-TZVPD" gap_ev=7.98 homo_energy_ev=-7.96
Rb 0.239 -0.604 0.276 1.483
O 0.398 2.078 0.721 0.184
C -0.094 3.249 0.118 -0.721
C -1.591 3.143 -0.023 0.632
C -2.400 4.255 0.191 -0.881
C -3.768 4.128 0.046 -0.407
C -4.282 2.891 -0.312 -0.991
C -3.396 1.844 -0.513 -0.198
N -2.085 1.962 -0.372 0.150
H 1.360 2.070 0.612 -0.156
H 0.335 3.389 -0.886 0.359
H 0.146 4.136 0.725 0.324
H -1.954 5.199 0.467 0.411
H -4.422 4.972 0.211 0.430
H -5.341 2.742 -0.437 0.465
H -3.749 0.865 -0.812 0.558
N -1.906 -4.021 0.333 -0.125
P -2.481 -2.437 -0.022 0.650
C -2.716 -2.533 -1.842 0.843
C -3.286 -3.628 -2.480 -0.530
C -3.486 -3.604 -3.850 -0.706
C -3.111 -2.496 -4.591 -0.607
C -2.541 -1.403 -3.959 -0.715
C -2.349 -1.420 -2.588 -0.278
C -4.238 -2.741 0.444 0.608
C -4.883 -3.975 0.441 -0.409
C -6.219 -4.062 0.792 -0.799
C -6.920 -2.931 1.174 -0.589
C -6.286 -1.701 1.188 -0.801
C -4.959 -1.610 0.812 -0.337
C -0.556 -4.217 0.148 0.421
C 0.161 -5.220 0.812 -1.029
C 1.491 -5.396 0.489 -0.579
C 2.061 -4.580 -0.482 -0.656
C 1.277 -3.600 -1.065 -0.713
N 0.001 -3.408 -0.752 -0.002
H -2.294 -4.453 1.165 0.327
H -3.565 -4.502 -1.910 0.280
H -3.936 -4.455 -4.342 0.418
H -3.259 -2.488 -5.662 0.392
H -2.243 -0.539 -4.534 0.467
H -1.907 -0.564 -2.086 0.272
H -4.361 -4.879 0.162 0.410
H -6.719 -5.022 0.768 0.411
H -7.960 -3.009 1.453 0.397
H -6.825 -0.819 1.498 0.452
H -4.455 -0.654 0.807 0.124
H -0.320 -5.830 1.560 0.437
H 2.070 -6.160 0.988 0.454
H 3.093 -4.698 -0.777 0.578
H 1.686 -2.956 -1.836 0.727
F 7.075 1.711 -2.347 -0.244
C 6.264 0.919 -3.057 0.840
C 5.332 0.141 -2.400 -0.994
C 4.549 -0.694 -3.166 0.527
F 3.658 -1.479 -2.516 -0.022
C 4.662 -0.781 -4.544 -0.313
F 3.890 -1.620 -5.247 -0.304
C 5.605 0.017 -5.186 0.666
F 5.741 -0.046 -6.514 -0.309
C 6.408 0.870 -4.439 0.083
F 7.322 1.629 -5.052 -0.306
Ge 5.001 0.045 -0.412 0.823
S 3.100 0.639 0.195 -0.402
C 6.405 1.184 0.475 -0.384
C 6.318 2.550 0.273 0.285
F 5.406 2.991 -0.607 -0.320
C 7.112 3.459 0.956 0.027
F 6.991 4.775 0.749 -0.302
C 8.029 2.985 1.890 0.522
F 8.802 3.840 2.567 -0.305
C 8.123 1.618 2.129 -0.004
F 8.980 1.158 3.047 -0.298
C 7.304 0.744 1.425 0.506
F 7.378 -0.573 1.694 -0.215
C 5.683 -1.837 -0.108 -0.384
C 5.105 -2.669 0.829 -0.233
F 4.013 -2.249 1.485 -0.369
C 5.622 -3.925 1.117 0.137
F 5.048 -4.715 2.033 -0.367
C 6.755 -4.369 0.445 0.668
F 7.258 -5.580 0.704 -0.319
C 7.345 -3.556 -0.514 0.195
F 8.422 -3.978 -1.187 -0.315
C 6.797 -2.308 -0.774 0.713
F 7.387 -1.534 -1.701 -0.325
C 1.050 1.415 6.894 -1.386
C 0.705 1.500 5.411 -0.151
C 0.314 0.141 4.858 -1.035
S -0.295 0.318 3.126 0.530
O -0.390 -1.054 2.600 -0.864
C -2.045 0.811 3.535 -1.075
C -3.011 -0.354 3.420 0.852
C -2.882 -1.370 4.545 -1.663
H 1.369 2.383 7.271 0.391
H 1.853 0.700 7.057 0.324
H 0.183 1.091 7.467 0.336
H 1.560 1.880 4.851 0.290
H -0.120 2.205 5.273 0.312
H -0.453 -0.335 5.464 0.354
H 1.178 -0.518 4.786 0.568
H -2.287 1.574 2.796 0.273
H -2.056 1.257 4.526 0.595
H -2.819 -0.859 2.471 -0.778
H -4.030 0.037 3.403 0.633
H -1.922 -1.875 4.490 0.261
H -3.663 -2.122 4.452 0.456
H -2.984 -0.890 5.517 0.389

=====

[2]
100
Properties=species:S:1:pos:R:3:mulliken_charge:R:1 method="wB97M-V/def2-TZVPD" gap_ev=6.30 homo_energy_ev=-8.14 smiles="Cc1ccc(COC(=O)NCC(=O)I)cc1.O=C1C=CC(=O)C=C1.O=C1C=CC(=O)C=C1.O=C1C=CC(=O)C=C1.O=C1C=CC(=O)C=C1.O=C1C=CC(=O)C=C1.O=C1C=CC(=O)C=C1"
C -0.843 6.470 -2.904 -0.517
C -0.950 4.847 -3.199 0.674
C 0.093 4.189 -4.281 -0.408
C 0.000 2.539 -4.537 0.174
C -1.079 1.587 -3.752 0.684
C -1.219 -0.050 -3.901 -0.291
O 0.032 -0.743 -4.245 -0.287
C 0.307 -0.726 -5.689 0.382
O -0.584 -0.589 -6.674 -0.528
N 1.771 -0.947 -6.122 -0.328
C 2.332 0.285 -6.804 -0.429
C 3.339 1.159 -5.815 0.273
O 4.043 0.649 -4.799 -0.478
I 3.442 3.341 -6.235 0.063
C -2.132 2.315 -2.683 -0.662
C -2.087 3.941 -2.388 -0.616
H -1.862 6.936 -3.300 0.239
H -0.696 6.638 -1.738 0.298
H 0.089 6.854 -3.509 0.169
H 0.893 4.809 -4.878 -0.023
H 0.731 2.005 -5.301 -0.501
H -2.131 -0.292 -4.593 0.284
H -1.525 -0.443 -2.815 0.320
H 1.758 -1.684 -6.891 0.326
H 1.456 0.948 -7.211 0.395
H 2.982 -0.086 -7.735 0.394
H -2.931 1.684 -2.075 0.221
H -2.831 4.446 -1.606 0.292
C -1.278 2.059 2.080 -0.390
C -1.256 2.911 1.051 0.048
C -0.239 3.978 0.961 0.248
O -0.220 4.760 0.020 -0.399
C 0.752 4.065 2.051 -0.460
C 0.730 3.212 3.080 -0.391
C -0.287 2.146 3.170 0.370
O -0.306 1.364 4.110 -0.568
H -2.018 1.272 2.161 0.459
H -1.976 2.860 0.243 0.149
H 1.492 4.852 1.970 0.426
H 1.450 3.263 3.888 0.420
C -2.102 10.954 -0.706 -0.436
C -1.626 9.934 -1.427 -0.159
C -0.552 10.133 -2.420 0.454
O -0.117 9.201 -3.082 -0.492
C -0.023 11.502 -2.583 -0.409
C -0.498 12.522 -1.862 -0.416
C -1.573 12.322 -0.869 0.276
O -2.007 13.255 -0.207 -0.551
H -2.890 10.825 0.025 0.420
H -2.003 8.924 -1.319 0.459
H 0.766 11.631 -3.315 0.423
H -0.121 13.532 -1.970 0.400
C 1.749 -1.433 5.320 -0.388
C 0.544 -1.551 4.753 -0.482
C 0.046 -2.857 4.277 0.216
O -1.056 -2.965 3.756 -0.578
C 0.930 -4.026 4.453 -0.325
C 2.134 -3.908 5.019 -0.266
C 2.633 -2.603 5.495 0.388
O 3.734 -2.494 6.016 -0.568
H 2.130 -0.483 5.674 0.450
H -0.116 -0.703 4.618 0.674
H 0.549 -4.977 4.099 0.493
H 2.795 -4.757 5.154 0.464
C -2.909 6.290 -7.454 -0.397
C -2.385 6.605 -8.643 -0.452
C -1.258 7.551 -8.756 0.308
O -0.779 7.842 -9.844 -0.569
C -0.731 8.134 -7.506 -0.436
C -1.255 7.818 -6.318 -0.011
C -2.383 6.872 -6.204 0.418
O -2.862 6.581 -5.117 -0.563
H -3.737 5.598 -7.354 0.430
H -2.760 6.186 -9.569 0.404
H 0.096 8.825 -7.607 0.448
H -0.881 8.238 -5.391 0.392
C 0.727 -9.904 5.292 -0.256
C 1.334 -8.726 5.119 -0.349
C 0.747 -7.478 5.647 0.240
O 1.300 -6.399 5.487 -0.432
C -0.534 -7.583 6.373 -0.289
C -1.140 -8.761 6.546 -0.466
C -0.554 -10.009 6.019 0.437
O -1.107 -11.089 6.179 -0.572
H 1.143 -10.829 4.912 0.331
H 2.274 -8.633 4.589 0.446
H -0.950 -6.658 6.754 0.452
H -2.080 -8.855 7.076 0.412
C 2.356 -16.134 6.480 -0.372
C 2.773 -14.905 6.160 -0.359
C 1.956 -13.715 6.470 0.474
O 2.336 -12.590 6.176 -0.538
C 0.663 -13.935 7.148 -0.151
C 0.247 -15.164 7.467 -0.414
C 1.063 -16.355 7.158 0.341
O 0.684 -17.480 7.452 -0.551
H 2.943 -17.018 6.259 0.399
H 3.719 -14.727 5.664 0.419
H 0.077 -13.052 7.368 0.326
H -0.699 -15.343 7.964 0.422

=====

[3]
119
Properties=species:S:1:pos:R:3:mulliken_charge:R:1 method="wB97M-V/def2-TZVPD" gap_ev=4.24 homo_energy_ev=-4.64 charge=-1
C -5.333 3.160 2.412 -1.102
C -5.778 3.976 1.189 -0.300
C -4.946 3.697 -0.068 -0.414
C -5.201 2.289 -0.621 0.816
C -6.595 2.107 -1.274 -1.453
B -4.096 1.788 -1.627 -0.254
O -2.931 2.468 -1.891 -0.094
B -1.809 1.617 -1.934 0.277
C -0.334 2.196 -1.698 0.298
O -0.151 3.143 -0.888 -0.724
O 0.555 1.606 -2.362 -0.725
O -1.952 0.241 -2.164 -0.211
B -3.196 -0.232 -1.844 0.817
C -3.362 -1.553 -1.031 -0.097
C -4.552 -2.236 -0.960 -0.425
C -4.610 -3.398 -0.238 -0.742
C -3.461 -3.840 0.350 -0.201
N -2.287 -3.221 0.312 -0.337
C -2.283 -2.095 -0.375 -0.708
O -4.277 0.543 -2.253 -0.206
H -5.460 2.087 2.271 0.272
H -4.271 3.338 2.600 0.322
H -5.903 3.463 3.287 0.301
H -5.794 5.032 1.461 0.380
H -6.816 3.690 0.987 0.019
H -5.245 4.457 -0.797 0.084
H -3.882 3.822 0.134 0.294
H -5.160 1.593 0.228 -0.106
H -7.402 2.526 -0.675 0.394
H -6.785 1.035 -1.342 0.293
H -6.580 2.501 -2.291 0.274
H -5.436 -1.861 -1.459 0.415
H -5.525 -3.963 -0.143 0.387
H -3.506 -4.777 0.900 0.375
H -1.344 -1.553 -0.428 0.770
C -10.573 3.822 5.698 -0.900
C -9.726 3.252 4.831 0.310
C -8.425 2.648 5.278 1.010
O -7.714 2.131 4.440 -0.558
C -8.083 2.720 6.691 -1.042
C -8.928 3.294 7.556 0.436
C -10.241 3.872 7.113 0.980
O -10.969 4.362 7.956 -0.628
O -8.667 3.389 8.858 -0.574
O -9.976 3.180 3.528 -0.576
H -11.512 4.257 5.388 0.420
H -7.136 2.299 6.999 0.439
H -9.437 3.841 9.251 0.355
H -9.208 2.723 3.132 0.334
C 5.265 -0.443 -2.641 -0.913
C 3.939 -0.237 -2.799 0.282
C 2.950 -1.369 -2.645 0.828
O 1.773 -1.142 -2.781 -0.490
C 3.478 -2.703 -2.341 -0.983
C 4.792 -2.885 -2.190 -0.054
C 5.766 -1.755 -2.321 1.374
O 6.957 -2.004 -2.150 -0.716
O 5.329 -4.081 -1.914 -0.600
O 3.453 0.951 -3.089 -0.527
H 5.992 0.353 -2.744 0.732
H 2.767 -3.512 -2.248 0.509
H 6.290 -3.925 -1.857 0.346
H 2.472 0.881 -3.141 0.287
C 2.521 -4.148 1.675 -0.941
C 3.139 -5.222 2.173 0.267
C 2.377 -6.422 2.657 1.024
O 3.012 -7.375 3.079 -0.661
C 0.926 -6.388 2.598 -1.104
C 0.301 -5.309 2.100 0.311
C 1.064 -4.124 1.597 1.144
O 0.416 -3.206 1.154 -0.496
O -1.016 -5.207 2.007 -0.544
O 4.473 -5.305 2.272 -0.668
H 3.058 -3.278 1.322 0.524
H 0.389 -7.253 2.962 0.442
H -1.198 -4.325 1.589 0.497
H 4.664 -6.180 2.666 0.380
C 11.314 2.216 -2.665 -0.920
C 9.998 2.412 -2.819 0.131
C 9.012 1.290 -2.669 1.094
O 7.830 1.541 -2.805 -0.612
C 9.518 -0.042 -2.374 -0.878
C 10.834 -0.235 -2.224 0.313
C 11.819 0.889 -2.347 0.834
O 13.001 0.647 -2.181 -0.643
O 11.358 -1.432 -1.954 -0.588
O 9.480 3.601 -3.111 -0.597
H 12.034 3.016 -2.768 0.421
H 8.790 -0.842 -2.286 0.726
H 12.320 -1.292 -1.895 0.349
H 8.513 3.466 -3.163 0.369
C 8.223 -8.534 1.019 -1.037
C 8.578 -9.253 -0.052 0.284
C 7.720 -9.317 -1.282 1.038
O 8.116 -9.978 -2.225 -0.631
C 6.464 -8.589 -1.282 -0.892
C 6.102 -7.867 -0.211 0.332
C 6.974 -7.787 1.014 1.009
O 6.604 -7.108 1.953 -0.559
O 4.967 -7.185 -0.171 -0.493
O 9.706 -9.958 -0.101 -0.576
H 8.834 -8.481 1.909 0.439
H 5.849 -8.653 -2.169 0.456
H 4.940 -6.734 0.695 0.316
H 9.717 -10.377 -0.982 0.358
C -4.674 9.954 -2.491 -0.995
C -4.908 9.306 -1.344 0.377
C -4.354 7.934 -1.084 0.998
O -4.593 7.414 -0.011 -0.605
C -3.565 7.298 -2.127 -1.141
C -3.334 7.946 -3.278 0.343
C -3.866 9.327 -3.528 0.913
O -3.605 9.868 -4.587 -0.635
O -2.622 7.414 -4.266 -0.546
O -5.640 9.826 -0.362 -0.583
H -5.066 10.941 -2.689 0.406
H -3.184 6.303 -1.935 0.769
H -2.604 8.084 -4.974 0.354
H -5.646 9.152 0.345 0.357

=====

[4]
93
Properties=species:S:1:pos:R:3:mulliken_charge:R:1 method="wB97M-V/def2-TZVPD" gap_ev=6.08 homo_energy_ev=-6.23
Cu -0.971 1.208 -0.976 -0.567
C -4.488 1.579 0.459 -1.544
Si -2.792 0.711 0.314 1.585
C -2.298 0.328 2.139 0.082
C -2.981 0.842 3.244 -0.813
C -2.617 0.510 4.540 -0.828
C -1.559 -0.360 4.763 -1.165
C -0.843 -0.862 3.687 0.122
C -1.180 -0.495 2.383 0.249
P -0.266 -0.965 0.866 0.968
C 1.334 -0.060 1.144 1.281
C 1.871 0.170 2.411 -0.765
C 3.011 0.944 2.580 -1.026
C 3.650 1.501 1.483 -0.825
C 3.135 1.278 0.216 -0.832
C 1.985 0.520 0.054 -0.394
C 0.078 -2.819 0.917 2.115
C 0.836 -4.443 -0.341 0.152
C 0.285 -5.751 0.121 -1.211
C -0.526 -5.905 1.167 -0.803
C -1.046 -4.833 2.006 -0.722
C -0.816 -3.521 1.902 -1.555
C -3.296 -1.020 -0.380 -0.437
C -4.449 -1.666 0.067 -0.412
C -4.924 -2.820 -0.538 -0.974
C -4.252 -3.352 -1.628 -0.730
C -3.089 -2.746 -2.076 -0.396
C -2.598 -1.602 -1.447 0.114
P -0.974 -0.920 -1.968 2.337
C -1.097 -1.012 -3.807 1.054
C -1.541 0.139 -4.456 -0.620
C -1.659 0.174 -5.836 -0.703
C -1.316 -0.943 -6.586 -0.542
C -0.858 -2.089 -5.953 -0.878
C -0.745 -2.123 -4.571 -0.354
C 0.204 -2.284 -1.560 -0.550
C 1.501 -2.033 -1.864 -1.000
C 2.676 -2.374 -1.078 -0.802
C 2.657 -2.874 0.168 -1.498
C 1.478 -3.557 0.779 0.054
C -0.208 -3.327 -0.551 -0.153
H -5.211 1.013 1.051 0.356
H -4.909 1.719 -0.538 0.371
H -4.383 2.569 0.912 0.370
H -3.829 1.500 3.085 0.370
H -3.169 0.910 5.382 0.412
H -1.288 -0.648 5.771 0.418
H -0.027 -1.552 3.868 0.407
H 1.395 -0.240 3.288 0.249
H 3.392 1.125 3.578 0.437
H 4.541 2.104 1.618 0.491
H 3.619 1.710 -0.652 0.478
H 1.587 0.392 -0.938 0.213
H 1.499 -4.597 -1.190 0.643
H 0.571 -6.626 -0.452 0.394
H -0.860 -6.905 1.419 0.394
H -1.723 -5.156 2.789 0.427
H -1.355 -2.883 2.588 0.163
H -4.993 -1.249 0.908 0.283
H -5.828 -3.293 -0.173 0.417
H -4.631 -4.237 -2.125 0.414
H -2.564 -3.168 -2.925 0.422
H -1.797 1.008 -3.855 0.166
H -2.016 1.068 -6.331 0.420
H -1.398 -0.917 -7.665 0.380
H -0.593 -2.962 -6.537 0.420
H -0.371 -3.013 -4.078 0.326
H 1.676 -1.334 -2.680 0.597
H 3.622 -2.007 -1.461 0.476
H 3.582 -2.884 0.734 0.408
H 1.756 -4.090 1.687 0.706
H -1.220 -3.681 -0.728 0.386
S 1.811 6.863 0.547 -0.128
C 1.061 5.309 0.097 0.471
C 0.776 4.345 1.059 -1.105
C 0.308 3.117 0.652 -0.407
N 0.097 2.800 -0.633 0.802
C 0.329 3.746 -1.548 -0.271
C 0.800 5.008 -1.231 -0.753
C 3.391 6.162 1.043 0.289
C 4.382 5.979 0.091 -0.201
C 5.579 5.406 0.496 -0.450
N 5.819 5.018 1.745 -0.587
C 4.863 5.207 2.648 -0.512
C 3.633 5.781 2.353 -0.019
H 0.930 4.545 2.110 0.411
H 0.090 2.343 1.378 0.446
H 0.155 3.464 -2.580 0.508
H 0.994 5.735 -2.007 0.446
H 4.221 6.273 -0.937 0.402
H 6.386 5.251 -0.212 0.370
H 5.095 4.888 3.658 0.385
H 2.893 5.934 3.126 0.477

=====

no.,LUMO level (eV)
1,0.02
2,-1.84
3,-0.40
4,-0.16